(1)
C37H51N4OP2Pt | ωB97M-V/def2-TZVPD

Geometry as XYZ:
```
96
Properties=species:S:1:pos:R:3:forces:R:3:mulliken_charge:R:1
C -1.54948 -1.46962 -2.01292 0.5299 0.0190 0.1330 0.396
C 0.66142 -2.25561 -1.62921 -1.2936 -0.1254 -0.2146 0.615
C -1.78811 -2.47992 -2.94465 0.2560 -0.1365 0.0461 -0.590
C 0.38231 -3.39488 -2.44003 0.5308 0.2660 0.0924 -0.919
C -0.83523 -3.50000 -3.08735 -0.3153 0.0552 0.0994 -1.048
H -2.72298 -2.46543 -3.49781 0.1816 -0.1567 0.0404 0.586
H 1.15928 -4.15273 -2.51573 -0.2045 0.1050 -0.2376 0.548
H -1.07308 -4.37005 -3.69866 0.1886 0.2320 0.0914 0.432
N -0.41097 -1.44857 -1.30774 0.2147 -1.1895 -0.9000 1.043
P -2.37503 0.13327 0.02065 -1.4477 -0.3879 -0.2304 -0.678
P 2.26426 -0.50173 -0.09873 1.4652 0.2506 0.2320 -0.563
C -2.51808 -0.33310 -1.76067 -0.0072 -0.1918 -0.0543 -1.972
H -2.24456 0.52972 -2.38340 0.1411 -0.2582 0.1493 0.535
H -3.53346 -0.61999 -2.04594 0.2238 0.0552 0.0212 0.878
C 0.23933 1.23134 1.57711 0.5383 1.1976 3.4366 0.552
O 0.44090 1.94310 2.47522 -0.3035 -0.8342 -1.7702 -0.689
C 1.92959 -1.86804 -1.17355 0.3719 -2.1943 0.5344 -1.935
H 2.76174 -2.54536 -1.40497 -0.3410 0.1583 -0.1354 0.667
C 3.66406 0.23611 -1.25313 0.0901 -0.2795 0.6508 2.037
C 3.01767 -1.05742 1.58872 0.3607 -0.3273 -0.3425 2.528
C -3.18759 1.81907 0.07585 -0.3720 -0.3662 -0.0030 2.161
C -3.39289 -1.27733 0.77014 -0.3929 0.2453 -0.0157 2.637
C 3.64292 1.75058 -1.03799 0.2225 0.1304 -0.1319 -1.615
H 3.95907 2.02500 -0.02201 -0.1460 -0.0541 -0.2499 0.304
H 4.34945 2.20165 -1.75268 -0.1706 0.0524 0.2629 0.527
H 2.64651 2.17042 -1.22346 0.2282 -0.0285 0.0747 0.250
C 5.05270 -0.33282 -0.92739 0.3654 0.1920 -0.2024 -1.868
H 5.41451 -0.09194 0.07743 -0.1054 -0.1255 -0.3545 0.357
H 5.09757 -1.41970 -1.07947 -0.0306 0.3107 0.0233 0.353
H 5.76815 0.11131 -1.63925 -0.1369 -0.0809 0.1538 0.466
C 3.44109 -0.09117 -2.74413 -0.2120 0.0331 -0.1007 -1.522
H 3.96999 0.66663 -3.34361 -0.0866 -0.2487 0.1370 0.532
H 3.84250 -1.07739 -3.01202 -0.1021 0.2410 0.0900 0.362
H 2.38952 -0.07380 -3.04580 0.3043 -0.0907 0.0272 -0.117
C 3.78039 0.13209 2.20765 0.0485 0.0865 -0.1118 -1.726
H 3.10852 0.97798 2.40895 0.1108 -0.1938 -0.0229 0.174
H 4.21164 -0.19329 3.16812 -0.1812 0.0874 -0.2552 0.503
H 4.60711 0.49925 1.59001 -0.2617 -0.1027 0.2353 0.326
C 1.92861 -1.45934 2.59616 -0.2756 0.1271 -0.1119 -2.122
H 1.25557 -0.62653 2.81873 0.0778 -0.2595 -0.0270 0.074
H 1.32689 -2.30402 2.24120 0.0289 0.1418 0.0045 0.324
H 2.40319 -1.75678 3.54511 0.0373 0.0400 -0.3382 0.752
C 3.92200 -2.27797 1.40003 0.3907 -0.1011 0.2103 -1.832
H 4.77129 -2.09849 0.73726 -0.2330 -0.0643 0.1918 0.328
H 4.34124 -2.55191 2.38087 -0.1431 -0.0599 -0.2327 0.536
H 3.35548 -3.13531 1.01540 0.0905 0.1273 0.1176 0.337
C -4.05103 -0.82720 2.07485 -0.2450 -0.0109 0.2592 -1.696
H -4.62962 -1.67998 2.46390 0.1339 0.2282 -0.0090 0.565
H -3.28363 -0.59078 2.82151 -0.3805 0.0543 -0.2626 0.185
H -4.74851 0.01171 1.95114 0.1662 -0.2904 0.0164 0.331
C -2.42098 -2.41092 1.12664 0.1575 -0.1159 0.0942 -1.438
H -1.81120 -2.72694 0.27232 -0.1264 -0.0088 0.2328 0.129
H -1.77470 -2.09370 1.95593 -0.0903 -0.1382 -0.4445 -0.014
H -3.00805 -3.27872 1.46126 0.0636 0.1611 -0.0737 0.655
C -4.47373 -1.82409 -0.17678 -0.2106 -0.1230 0.1149 -1.854
H -5.09348 -2.53077 0.39466 0.1366 0.1384 -0.1417 0.565
H -5.14547 -1.04545 -0.56054 0.1601 -0.1857 0.0525 0.242
H -4.05072 -2.38708 -1.01819 -0.0753 0.1350 0.1510 0.397
C -2.43846 2.78849 -0.85894 0.0495 -0.0430 0.0276 -1.929
H -2.53179 2.50641 -1.91565 0.0024 0.1083 0.2285 0.363
H -2.87824 3.79080 -0.73736 0.0977 -0.2786 -0.0571 0.609
H -1.37236 2.85616 -0.61143 -0.1746 -0.0172 -0.0036 0.249
C -3.11144 2.37495 1.50574 -0.1194 0.0609 0.0432 -1.605
H -2.07577 2.45346 1.85361 -0.1672 0.0555 -0.0803 0.237
H -3.55403 3.38228 1.50480 0.1479 -0.2162 0.0735 0.571
H -3.67001 1.76441 2.22294 0.1208 0.1546 -0.1653 0.340
C -4.64827 1.72073 -0.38342 -0.2501 0.3762 -0.0081 -1.806
H -4.73142 1.41048 -1.43460 0.0461 0.0370 0.2554 0.303
H -5.25624 1.04624 0.23231 0.2248 0.1804 -0.1525 0.374
H -5.09379 2.72438 -0.30335 -0.0086 -0.2253 -0.0746 0.482
Pt -0.03212 0.09653 0.14708 -0.2292 1.3801 1.5157 2.475
N 0.23385 0.94673 -1.69302 1.8116 1.6129 -5.4440 -0.586
C 0.69422 1.19285 -2.75148 -2.2958 1.0786 2.9844 0.496
C 0.85999 2.12931 -3.82630 0.6326 0.1605 -1.3168 -0.044
C 0.66441 3.49766 -3.55837 -0.0225 -0.0835 0.0312 -0.271
C 1.19096 1.71143 -5.12622 -0.0542 0.3961 -0.0514 -0.136
C 0.74728 4.43384 -4.59380 -0.0158 -0.4415 0.3091 -0.722
H 0.44428 3.79414 -2.52929 0.0438 0.0288 -0.4037 0.358
C 1.28079 2.65505 -6.15953 -0.1267 -0.0582 0.4083 -0.786
H 1.36210 0.65142 -5.30929 -0.0063 0.2625 -0.0776 0.465
C 1.03504 4.00939 -5.89429 0.0756 -0.1759 0.0917 -0.388
H 0.58647 5.48788 -4.36373 0.0383 -0.3155 -0.1585 0.413
H 1.54046 2.33363 -7.16882 -0.1205 0.0830 0.3092 0.401
H 1.07533 4.74413 -6.70203 0.0462 -0.2911 0.2596 0.395
N 1.35509 -0.16319 8.41554 -1.3760 -0.3738 -2.3794 -0.462
C 0.76931 -0.33246 7.41506 1.3573 0.2730 2.1196 -0.192
C 0.04068 -0.55974 6.18865 -0.3195 0.1003 -0.1430 0.741
C -0.14254 -1.84974 5.68811 -0.0849 -0.3418 -0.1619 -0.626
C -0.91224 -2.02061 4.53492 0.3071 0.5790 0.3487 -0.635
N -1.47046 -0.99155 3.88870 0.1447 0.0056 0.3226 0.067
C -1.30945 0.24211 4.37070 0.4179 -0.3789 0.6986 0.009
C -0.55780 0.51007 5.51961 -0.2365 -0.0555 -0.3276 -0.607
H 0.28563 -2.71903 6.18591 -0.0804 0.2902 -0.0608 0.504
H -1.08062 -3.02100 4.12820 0.0332 0.3070 0.0536 0.434
H -1.81207 1.06067 3.85679 0.1029 -0.2210 -0.0197 0.021
H -0.47064 1.52831 5.88329 0.0627 -0.1542 0.0035 0.498
```
Positions in Å, forces in eV/Å.

Properties
Spin multiplicity = 3
Electronic energy = -69021.178 eV
Expectation value of S² = 2.050
Orbital gap (alpha / beta) = 4.77 / 5.75 eV
Net charge = +1

(2)
C37H51N6O5P4S2V | ωB97M-V/def2-TZVPD

Geometry as XYZ:
```
106
Properties=species:S:1:pos:R:3:forces:R:3:mulliken_charge:R:1
V -18.65938 5.87792 -5.62893 0.6470 -0.2812 -1.3147 -0.119
S -20.40389 5.79989 -7.13274 -0.4584 0.3093 0.6407 -0.438
P -21.66489 4.11755 -5.15963 -0.9070 -0.5515 -0.0157 -0.029
C -20.81569 5.70912 -5.34758 -0.3678 -0.1291 -0.4845 0.437
P -21.06810 7.28337 -4.60794 1.0038 0.3385 0.6850 1.204
S -19.59756 8.47914 -5.25054 0.1209 -0.3770 -0.2929 -0.637
C -20.72357 7.31824 -2.78307 -0.4834 -0.6807 -0.7083 0.505
C -20.22767 6.25926 -2.01744 -0.3949 -0.2792 -0.6958 0.367
C -19.83268 6.46351 -0.71402 0.0507 0.5886 1.2233 -0.842
C -19.94960 7.72593 -0.10552 -0.1515 -0.2462 -0.9135 -0.789
C -20.49884 8.76015 -0.88328 0.8052 -0.8854 0.2052 -0.788
C -20.84943 8.56390 -2.20779 -0.3336 0.4569 0.6520 -0.530
C -22.63743 8.11922 -4.85110 -0.4093 -0.1942 0.1481 0.906
C -23.61109 8.07893 -3.85927 -0.4610 0.2646 0.8122 -0.463
C -24.87069 8.62874 -4.03968 -0.6178 0.5861 -0.7195 -0.847
C -25.16908 9.20323 -5.28731 0.9849 -1.2078 -0.2396 -0.540
C -24.21231 9.16568 -6.32423 0.0221 0.3414 1.5025 -0.856
C -22.92381 8.69904 -6.09046 -0.1883 -0.2397 0.1308 -0.468
C -23.47928 4.27965 -5.72145 -0.1328 -0.2808 -0.0298 0.371
C -24.42034 3.24859 -5.48385 0.7540 0.8551 -0.6251 -0.614
C -25.72965 3.30802 -5.99727 1.2659 -0.4873 1.0737 -0.602
C -26.13545 4.45929 -6.61246 0.5104 0.0209 -0.0017 -0.604
C -25.20634 5.45999 -6.86770 -1.8816 0.9101 -0.6453 -0.535
C -23.91119 5.35791 -6.48420 0.4685 -1.1433 0.8086 -0.422
C -22.06003 3.88180 -3.37875 0.2423 -0.5282 0.1747 -0.749
C -22.94029 4.61829 -2.59984 0.3988 -0.3668 -0.4481 0.195
C -23.19019 4.35837 -1.28102 0.7448 0.0522 0.4303 -0.618
C -22.45164 3.34851 -0.66746 0.0521 -0.8711 -0.1059 -0.571
C -21.62936 2.49076 -1.40707 -0.6318 1.9849 -1.0303 -0.769
C -21.46176 2.79984 -2.76407 0.4369 -1.4759 0.2780 0.101
H -20.21809 5.24946 -2.42380 0.2035 0.2808 -0.0182 -0.226
H -19.47658 5.64340 -0.09096 -0.0073 0.0054 -0.3534 0.544
H -19.60116 7.84295 0.92435 -0.2775 0.2168 -0.3796 0.383
H -20.56459 9.75901 -0.55087 -0.1478 0.8902 0.8177 0.466
H -21.26242 9.43084 -2.72545 0.2158 -0.3773 -0.2148 0.403
H -23.42887 7.71057 -2.85048 0.3928 -0.2564 -0.3577 0.340
H -25.61900 8.61788 -3.22372 0.5868 0.0020 -0.6177 0.379
H -26.14581 9.55180 -5.54342 -0.4935 0.3529 0.1829 0.417
H -24.46476 9.61820 -7.24989 -0.1309 0.2070 -0.8016 0.475
H -22.13976 8.74887 -6.84454 -0.2150 -0.0556 0.0629 0.379
H -24.01761 2.42871 -4.93717 -0.2658 -0.8928 0.3890 0.447
H -26.43135 2.49244 -5.86648 0.1361 -0.0255 0.1691 0.387
H -27.16711 4.51020 -6.84840 -0.7452 0.4887 -0.5797 0.413
H -25.55516 6.37514 -7.35273 0.1874 -0.2447 -0.0186 0.381
H -23.20479 6.07576 -6.74512 0.9258 1.3433 -0.4487 0.637
H -23.40079 5.41442 -3.08309 -1.0793 1.4134 -0.6603 0.719
H -23.83922 5.02915 -0.72429 0.0260 -0.2993 0.0619 0.406
H -22.56349 3.17566 0.37637 -0.1376 -0.0907 0.7570 0.419
H -21.05255 1.67731 -1.04069 0.0684 -0.5142 0.7409 0.519
H -20.88003 2.06148 -3.33098 -0.0601 0.6565 -0.0615 0.238
C -18.07478 1.66106 -4.71476 0.3292 -0.8893 0.7755 -1.432
C -18.07153 2.95110 -5.38679 -0.4798 1.4252 -0.8115 0.017
N -18.29270 4.04880 -4.72519 -0.0005 -0.3463 0.4266 2.472
O -18.33922 3.90405 -3.31842 -0.0182 -0.0168 -0.4272 -0.656
C -17.84373 3.12493 -6.80766 -0.3507 2.2705 1.6572 -0.422
C -17.45375 2.08029 -7.72710 0.6681 -0.2786 -1.5424 -1.655
N -17.82664 4.44142 -7.11709 0.3378 -1.0918 0.5655 1.184
O -17.37710 4.81903 -8.22002 -0.2061 -0.2332 -0.4939 -0.858
H -18.08393 0.83447 -5.41216 -0.2025 -0.1027 -0.1541 0.448
H -18.92694 1.62218 -4.02827 0.2218 -0.1717 -0.1479 0.066
H -17.16439 1.54334 -4.11641 -0.1028 0.0701 0.1070 0.259
H -18.03712 4.79549 -3.07354 -0.1417 -0.0899 0.2177 0.043
H -18.10697 1.20331 -7.62720 0.3890 0.0763 -0.1807 0.479
H -16.37122 1.81572 -7.63426 -0.7298 -0.1403 -0.0326 0.205
H -17.56085 2.54562 -8.73468 0.0064 -0.6217 0.4814 0.364
C -14.63465 4.98196 -4.58755 -0.2918 -1.2855 0.6396 -0.200
N -14.85336 5.86345 -3.43556 -0.2395 -0.4044 0.8274 0.000
C -15.08509 5.05197 -2.16541 -0.9026 0.2625 -1.7116 -0.927
P -16.05123 6.97128 -3.73979 1.2458 0.9646 0.9039 -0.049
O -17.38218 6.38017 -3.91973 -1.1478 -0.0685 -0.3212 0.824
O -15.49626 7.82103 -4.98622 -0.3513 -0.0540 -0.7426 -0.653
P -15.86322 7.69157 -6.59493 1.3000 1.0442 0.9635 0.160
O -17.10007 6.93240 -6.69581 -0.6102 -0.4842 -0.1114 -0.570
N -14.45905 7.07787 -7.16035 -0.6007 -1.0553 -0.3308 0.561
C -13.16318 7.62935 -6.81755 -0.3123 -0.2530 -1.9511 -1.108
C -14.46462 6.26597 -8.36677 0.5071 -0.6445 -0.7172 -0.809
N -15.93644 9.24722 -7.12363 -0.1143 0.4263 -0.5616 0.198
C -17.17705 9.94686 -6.82046 -0.7166 1.2159 -0.2236 -0.955
C -15.40324 9.61358 -8.46513 1.5037 -0.8110 0.2724 -0.739
N -15.97251 8.06673 -2.50869 -0.5757 0.3859 -0.0221 0.065
C -14.63476 8.65153 -2.35406 0.0212 -0.7608 -0.5387 -1.089
C -17.08379 9.06025 -2.40153 0.0592 -0.1803 0.1718 -0.335
H -15.31922 4.10197 -4.52903 0.3399 0.5085 -0.1593 0.022
H -13.61760 4.60825 -4.61246 0.2794 -0.0565 0.2332 0.332
H -14.79359 5.46593 -5.52497 -0.1915 0.4220 -0.5181 -0.239
H -15.80559 4.24658 -2.42032 0.1284 0.4514 0.4052 0.163
H -15.44439 5.68049 -1.36401 -0.2347 0.2147 0.0578 0.386
H -14.19470 4.57313 -1.83688 1.0257 -0.2082 0.0096 0.357
H -13.23266 8.10180 -5.87514 0.3459 0.6520 0.8857 0.159
H -12.90616 8.30362 -7.66251 0.3653 0.1239 0.8046 0.402
H -12.43728 6.81770 -6.84684 0.0919 -0.0131 0.3601 0.397
H -15.44395 5.83444 -8.54514 -0.3778 0.2112 -0.0534 0.183
H -13.80207 5.36378 -8.28119 -0.2056 0.9284 0.1574 0.237
H -14.13841 6.86672 -9.25379 -0.1716 -0.4958 0.5347 0.367
H -17.39210 10.05028 -5.73955 0.3220 -0.1616 -0.5418 0.033
H -18.02654 9.44500 -7.29438 -0.0170 0.0100 0.1608 0.405
H -17.13333 10.96918 -7.27687 0.1236 -0.7444 0.5742 0.420
H -14.61158 8.82863 -8.65088 -0.7913 1.1997 -0.2848 0.140
H -14.87939 10.62470 -8.41141 -0.9370 -1.2249 -0.1501 0.284
H -16.14598 9.54680 -9.30488 0.4530 0.2275 0.9550 0.297
H -13.96674 7.80200 -2.15656 0.2063 0.6302 -0.2195 0.323
H -14.63079 9.31053 -1.52250 -0.0810 0.5008 0.9242 0.441
H -14.32794 9.24695 -3.23265 0.0203 -0.3659 0.1668 0.222
H -18.05759 8.56167 -2.45566 0.2718 -0.0146 -0.4306 -0.247
H -16.99398 9.83920 -3.19716 -0.1690 -0.4296 0.6301 0.242
H -17.09101 9.51114 -1.38654 0.4372 -0.1075 -0.6531 0.405
```
Positions in Å, forces in eV/Å.

Properties
Spin multiplicity = 3
Electronic energy = -142891.329 eV
Expectation value of S² = 2.053
Orbital gap (alpha / beta) = 7.00 / 7.18 eV

Here are the calculated energy relative to the best compared isomer or geometry (same formula, charge and spin) numbers, same order: 22.8; 0.0 (kcal per mole).